No. 1
Molecular formula: C19H30N2O4
Method: DFT, ωB97M-V with the def2-TZVPD basis set

Geometry as XYZ:
```
55
Properties=species:S:1:pos:R:3:forces:R:3:mulliken_charge:R:1
C -1.627562 1.465064 3.700649 2.913 5.336 -8.162 -0.731
C -1.376119 2.168948 2.487964 -0.346 -4.704 8.313 -0.502
C -0.707900 2.932250 1.153511 -2.135 0.297 1.357 1.318
C -0.848082 4.551367 1.552422 1.413 8.522 1.684 -0.165
N -0.799185 5.834975 1.819338 -0.596 -12.087 -2.533 -0.535
C -1.732992 2.739530 -0.149726 -1.473 0.416 -0.039 -0.380
C -3.041998 1.784445 0.207005 -5.648 -6.055 -0.243 0.256
N -4.012045 0.921642 0.304325 8.894 8.077 -0.838 -0.520
C 0.817372 2.435044 0.884874 1.556 -0.714 0.745 0.202
C 1.818837 3.476406 0.134290 0.372 -0.398 -1.130 -0.922
C 0.955497 1.011176 0.046721 0.027 -0.187 0.621 -0.594
C 0.135066 -0.248160 0.681012 -0.467 -1.237 -1.551 0.084
C 0.192084 -1.453552 -0.478761 -0.227 -0.028 0.088 -0.881
H -1.549861 1.017788 4.803939 -0.545 1.218 -3.222 0.331
H -2.174321 3.804985 -0.444484 0.852 -2.407 0.749 0.385
H -1.191172 2.345785 -1.111668 -1.074 0.397 2.130 0.261
H 1.300437 2.207144 1.954009 -1.396 0.627 -2.221 0.441
H 1.479380 4.586837 0.065930 0.520 -1.994 0.510 0.404
H 1.943392 3.090598 -0.988776 -0.184 0.930 2.451 0.151
H 2.887756 3.394114 0.636670 -2.318 0.311 -1.033 0.214
H 2.107871 0.717484 0.074407 -2.364 0.837 -0.052 0.026
H 0.706082 1.165673 -1.103160 0.363 -0.299 2.510 0.250
H 0.610025 -0.718451 1.653748 -1.047 1.391 -1.841 0.237
H -1.030726 -0.046164 0.832542 2.700 -0.240 -0.055 -0.025
H 1.256204 -1.939980 -0.549991 -1.918 0.963 0.214 0.237
H -0.586520 -2.322558 -0.226147 1.713 2.011 -0.578 0.231
H -0.043240 -0.988138 -1.544483 0.333 -1.033 2.233 0.245
C -5.364768 -4.553241 -0.138335 -0.052 0.235 -0.126 -0.963
C -4.790696 -4.815184 1.240217 -0.092 0.082 -0.181 -0.406
O -3.628390 -3.998995 1.476535 0.458 -0.215 0.297 -0.362
C -3.660938 -2.736649 1.956825 1.216 1.169 0.315 0.727
C -4.971678 -2.003131 1.972213 -0.375 0.009 0.560 -0.919
O -2.625073 -2.172552 2.298349 -1.554 -1.436 -0.684 -0.554
H -5.704869 -3.518588 -0.241217 -0.040 -0.142 0.066 0.267
H -6.211501 -5.216668 -0.335836 0.094 0.046 0.031 0.365
H -4.603335 -4.714226 -0.907230 -0.072 -0.081 0.143 0.287
H -5.530490 -4.689175 2.036418 0.089 0.130 -0.099 0.377
H -4.453903 -5.856053 1.295098 0.204 0.300 0.090 0.298
H -5.081379 -1.443268 1.039967 0.045 -0.018 0.140 0.219
H -4.967140 -1.304554 2.814471 0.177 0.027 -0.346 0.303
H -5.834078 -2.650626 2.118890 -0.012 -0.050 -0.217 0.370
C 6.845017 0.756473 -2.165845 0.000 0.020 -0.261 -1.034
C 5.680661 0.539767 -1.219329 0.235 -0.045 -0.128 -0.400
O 4.533647 1.306162 -1.631598 -0.568 0.206 0.275 -0.306
C 3.613386 0.889412 -2.528644 -1.155 0.790 -0.514 0.914
C 3.929617 -0.301431 -3.387839 -0.274 -0.626 0.154 -1.263
O 2.573265 1.520809 -2.694023 1.928 -0.813 0.529 -0.573
H 6.608865 0.413261 -3.177377 0.049 -0.060 0.143 0.265
H 7.731090 0.218944 -1.816511 -0.105 0.061 -0.014 0.372
H 7.084753 1.821288 -2.240631 -0.025 -0.133 0.125 0.303
H 5.426550 -0.517492 -1.097921 -0.046 0.115 -0.134 0.347
H 5.956000 0.906222 -0.224467 -0.317 0.091 -0.196 0.352
H 4.395362 0.038580 -4.316300 -0.037 -0.038 0.121 0.296
H 2.993469 -0.817632 -3.621494 0.132 0.301 -0.100 0.318
H 4.568273 -1.035707 -2.900547 0.180 0.123 -0.094 0.380
```
Positions in Å, forces in eV/Å.

Calculated values
- SMILES = C#C[C@](C#N)(CC#N)[C@H](C)CCC.CCOC(C)=O.CCOC(C)=O
- orbital gap (eV) = 9.739

=====

No. 2
Molecular formula: C19H30N3O2
Method: DFT, ωB97M-V with the def2-TZVPD basis set

Geometry as XYZ:
```
54
Properties=species:S:1:pos:R:3:forces:R:3:mulliken_charge:R:1
O -2.376993 -0.220743 -1.937067 -4.252 1.076 -2.312 -0.651
C -1.521923 0.139678 -1.179919 3.168 -0.450 1.269 1.168
N -0.579664 -0.674149 -0.898715 7.760 -1.049 4.366 -0.021
C -0.142523 -1.998386 -1.240962 4.640 3.839 2.252 -0.264
C -0.947954 -2.676706 -1.887359 -6.654 -10.931 -5.118 -0.152
C -0.684408 -4.219649 -2.022714 -1.090 0.741 -1.045 -0.388
C 0.570030 -4.794176 -1.519066 -8.852 2.086 -4.279 -1.165
C 1.422668 -3.866068 -1.222259 7.301 0.378 4.557 0.026
C 1.190061 -2.547888 -1.001510 -1.914 2.067 1.909 0.305
N 2.060183 -1.606368 -0.286601 -5.546 -1.862 -4.037 0.597
C 2.455294 -0.740176 -1.276946 11.782 3.497 10.595 -2.203
C 4.033762 -0.756640 -1.795091 -2.700 10.118 0.484 -1.267
C 5.098201 0.107512 -0.638266 -4.805 -12.329 -0.619 -1.327
C 5.085054 -0.933134 0.629255 4.894 0.629 0.384 -0.342
H 5.839381 -0.228034 1.217256 -1.247 -2.004 -0.150 0.274
C 3.906479 -1.302358 1.457186 -3.834 4.110 -3.132 -0.694
H 3.332217 -0.219211 1.658308 1.030 -2.666 -0.245 0.194
H 4.149734 -1.658198 2.419415 0.165 -0.998 0.801 0.453
C 2.887676 -2.215921 0.523337 9.084 -1.828 4.314 -1.122
H 3.688574 -3.049929 0.168861 -1.385 1.851 -0.494 0.304
H 2.488121 -2.811739 1.236675 -2.562 -1.610 2.011 0.791
H 5.687979 -2.018864 0.462697 -1.261 3.138 -0.200 0.225
H 4.563628 0.835575 -0.415610 -3.509 7.453 1.709 0.677
H 5.940800 -0.139937 -1.031180 5.686 0.494 -2.429 0.519
H 4.021437 -0.127285 -2.871610 0.212 -2.121 2.808 0.245
H 4.173740 -1.694308 -1.827160 2.240 -6.883 -0.901 0.746
H 2.003391 -0.439365 -1.959996 -8.483 2.332 -11.283 1.868
H 2.304822 0.325441 -0.747819 1.099 -1.026 -0.527 0.267
H 2.412387 -4.419188 -0.733905 -1.968 2.263 -1.538 0.111
H 0.663987 -5.759983 -1.778774 1.037 -3.339 -0.040 0.488
H -1.570643 -4.872511 -2.670390 2.864 1.928 2.285 0.215
H -1.964181 -2.409943 -2.236247 1.050 0.104 0.411 0.417
H 0.231559 -0.401441 -0.204362 -2.171 0.269 -1.369 0.229
C -1.379082 1.519660 -0.530833 -8.427 -3.846 -1.279 -1.507
N -2.669515 2.018313 -1.074630 -2.578 1.992 -4.849 -0.208
H -3.133390 1.035968 -1.865381 2.433 0.815 1.500 0.630
C -3.827713 2.282207 -0.268155 1.327 -6.284 6.291 -1.293
H -4.069897 1.054289 0.559746 0.527 2.511 -2.824 0.244
H -4.747649 2.428315 -0.688432 -1.865 0.703 -1.710 0.448
C -3.517335 3.031035 0.921161 -4.291 9.805 -1.964 0.526
C -4.777001 3.593758 1.978349 5.048 -13.179 -0.244 -1.286
H -5.239544 4.203542 1.526958 -6.256 9.187 -5.350 0.729
C -4.025649 3.768315 3.189742 -8.332 8.356 0.798 -0.174
H -4.707445 3.705327 4.060348 0.439 0.109 -0.182 0.362
H -3.653964 4.765418 3.119771 0.239 1.174 0.378 0.258
C -3.077600 2.923096 3.235010 10.598 -8.863 1.215 -0.631
H -2.163403 3.139588 3.927533 -1.300 -0.060 -1.782 0.257
H -3.393997 1.939610 3.603221 0.134 -0.273 -0.715 0.293
O -2.580841 2.749923 1.704690 4.346 -2.934 6.214 -0.359
H -5.378797 2.601723 1.792977 0.451 1.526 1.542 0.361
H -3.141626 4.138656 0.391234 -0.978 -1.665 0.602 0.068
H -2.630241 2.883820 -1.685806 0.673 -1.244 0.668 0.380
H -1.674537 1.534507 0.449084 0.705 -0.734 2.983 0.622
H -0.633650 2.077018 -0.736051 5.326 3.628 -1.728 0.758
```
Positions in Å, forces in eV/Å.

Calculated values
- charge = +1
- orbital gap (eV) = 8.360

=====

No. 3
Molecular formula: C19H30N4O4S
Method: DFT, ωB97M-V with the def2-TZVPD basis set

Geometry as XYZ:
```
58
Properties=species:S:1:pos:R:3:forces:R:3:mulliken_charge:R:1
C -0.839505 -4.809564 1.695580 0.001 0.001 0.003 -1.468
C -1.754618 -3.676288 2.045621 -0.002 -0.003 -0.007 -0.194
C -1.608163 -2.328742 1.637249 0.001 0.018 0.004 0.009
C -2.646651 -1.598784 2.186669 0.000 -0.002 -0.014 0.063
C -3.079035 -0.187502 2.294220 -0.006 -0.019 -0.007 0.891
O -3.894181 0.098727 3.168456 0.004 0.005 0.006 -0.769
N -2.578537 0.757462 1.447775 -0.013 0.017 -0.006 0.259
C -2.865411 2.157469 1.709639 -0.008 -0.010 -0.004 -1.005
C -1.601074 2.985138 1.923084 0.010 0.006 0.016 -0.582
C -0.716849 3.095899 0.675862 -0.017 -0.012 -0.036 -0.926
N 0.241795 2.017430 0.428328 0.017 0.016 0.027 0.135
C 1.498047 2.197514 1.146922 -0.010 -0.003 -0.005 -0.819
C 2.596511 1.306546 0.583085 -0.001 -0.014 0.000 -0.961
N 2.616317 1.451056 -0.857561 0.016 0.036 0.001 0.098
C 3.633572 0.981513 -1.608491 -0.005 -0.022 0.001 -0.248
O 4.619774 0.450851 -1.127175 -0.005 -0.003 -0.003 -0.673
C 3.502934 1.136356 -3.116923 0.003 0.018 -0.009 0.890
C 2.236179 1.808407 -3.664727 -0.001 -0.016 -0.003 -0.985
C 2.325830 1.667652 -5.179457 -0.004 -0.011 0.007 -0.955
S 2.890753 -0.020406 -5.431243 0.005 0.001 -0.008 1.197
O 1.737615 -0.874800 -5.561963 0.012 0.010 0.004 -0.659
O 3.929714 -0.046661 -6.426017 -0.014 -0.001 0.012 -0.665
C 3.588930 -0.240483 -3.785569 -0.001 0.007 -0.004 -0.884
C -0.252820 0.647204 0.588151 -0.003 -0.001 -0.006 -0.597
C -1.740029 0.468650 0.301299 0.018 0.002 0.024 -2.020
N -3.400606 -2.481456 2.911739 0.005 0.003 0.015 -0.014
C -2.882876 -3.734340 2.839673 -0.008 -0.005 -0.006 0.187
C -3.518450 -4.887592 3.538187 0.002 0.001 0.001 -1.424
H -1.383257 -5.748505 1.586961 0.000 -0.001 0.001 0.379
H -0.332147 -4.617392 0.750097 -0.001 0.001 0.000 0.389
H -0.069465 -4.960856 2.455337 0.000 -0.002 -0.001 0.284
H -0.800532 -1.961481 1.027091 0.005 0.001 -0.002 0.597
H -3.426449 2.571413 0.862691 0.003 0.000 -0.001 0.296
H -3.507452 2.194825 2.584624 -0.001 0.004 -0.002 0.491
H -1.914791 3.992082 2.209739 0.000 0.002 0.001 0.393
H -1.030998 2.582698 2.765778 -0.003 0.002 -0.001 0.288
H -1.365066 3.201919 -0.200034 -0.003 0.006 0.009 0.336
H -0.133929 4.016356 0.722787 0.012 -0.004 0.000 0.532
H 1.802506 3.240061 1.035898 -0.004 0.001 0.002 0.525
H 1.398464 1.989639 2.223786 0.002 0.000 0.001 0.400
H 3.563745 1.597938 0.991892 -0.002 0.001 0.003 0.508
H 2.442564 0.259476 0.858577 0.003 0.001 0.000 0.308
H 1.771674 1.818095 -1.268467 -0.006 -0.009 0.000 0.224
H 4.370971 1.723961 -3.429712 0.001 0.004 0.007 0.223
H 1.342950 1.287142 -3.307712 -0.001 0.002 0.002 0.372
H 2.165599 2.854901 -3.367519 0.000 0.000 0.000 0.509
H 1.381255 1.782020 -5.705692 0.002 -0.001 -0.004 0.460
H 3.079929 2.327318 -5.606934 0.003 -0.001 -0.002 0.405
H 4.603261 -0.616078 -3.878617 -0.001 -0.003 -0.001 0.351
H 2.963770 -0.974306 -3.277985 -0.002 -0.003 -0.003 0.452
H 0.317076 -0.003022 -0.084074 -0.001 0.002 -0.007 0.458
H -0.068761 0.280856 1.610214 0.000 -0.008 -0.003 0.625
H -1.934171 -0.549161 -0.023221 0.003 -0.011 -0.002 0.703
H -2.047391 1.118069 -0.522744 -0.006 -0.006 -0.003 0.414
H -4.184717 -2.167836 3.461536 0.003 0.005 0.000 0.225
H -2.953751 -5.798266 3.349533 -0.001 -0.001 0.000 0.348
H -3.547936 -4.733424 4.618720 0.001 -0.001 0.000 0.308
H -4.542124 -5.049698 3.195021 -0.001 0.001 0.001 0.316
```
Positions in Å, forces in eV/Å.

Calculated values
- SMILES = Cc1cc(C(=O)N2CCCN(CCNC(=O)[C@@H]3CCS(=O)(=O)C3)CC2)[nH]c1C
- orbital gap (eV) = 8.540

=====

No. 4
Molecular formula: C19H30N7O6Os
Method: DFT, ωB97M-V with the def2-TZVPD basis set

Geometry as XYZ:
```
63
Properties=species:S:1:pos:R:3:forces:R:3:mulliken_charge:R:1
Os 0.857035 -0.607678 0.483524 -1.673 -0.700 -0.180 1.691
C -0.574265 -2.894178 2.139124 -0.378 0.362 0.787 -0.706
C -0.508965 -1.525778 2.858724 -0.903 -0.475 0.062 -0.624
N 0.758935 -0.844478 2.575924 0.055 0.569 -0.383 -0.167
C 1.922935 -1.516778 3.193324 0.809 -0.066 -0.091 -0.482
C 3.135235 -1.253178 2.315824 -0.121 0.116 0.659 -0.853
N 2.795735 -1.655078 0.924024 -0.617 0.946 -0.457 -0.583
C 2.785335 -3.123278 0.725124 -0.388 -0.714 -0.121 -0.657
C 1.409235 -3.825178 0.921624 0.883 -0.214 0.023 -0.782
N 0.234135 -2.931478 0.897724 0.418 2.327 -0.925 -0.560
H -1.619465 -3.090678 1.895224 0.098 -0.042 0.009 0.490
H -0.252565 -3.686878 2.818724 0.026 -0.002 -0.230 0.405
H -0.650865 -1.682478 3.934724 0.114 0.095 -0.111 0.435
H -1.318665 -0.877278 2.515524 0.124 -0.020 0.017 0.298
H 0.705435 0.109022 2.944224 -0.109 -0.072 0.070 0.393
H 1.729735 -2.586578 3.254024 -0.088 0.016 0.028 0.286
H 2.096635 -1.164678 4.213624 -0.122 0.032 -0.103 0.516
H 4.008335 -1.802078 2.689224 -0.117 0.075 -0.162 0.463
H 3.378435 -0.184678 2.320524 0.003 -0.158 -0.085 0.410
H 3.556135 -1.291878 0.346724 -0.203 -0.043 0.009 0.338
H 3.503735 -3.594678 1.404224 0.014 0.141 -0.142 0.436
H 3.131535 -3.325578 -0.287776 0.047 0.105 0.042 0.421
H 1.415735 -4.387978 1.857724 -0.097 0.112 -0.097 0.416
H 1.314735 -4.566878 0.125124 -0.111 0.043 0.116 0.484
H -0.373665 -3.212578 0.132224 0.067 0.096 0.122 0.349
O -1.583565 1.206422 -1.228376 0.254 -0.325 -0.088 -0.676
C -1.350565 1.577222 -0.087176 -1.968 2.083 -1.399 0.624
O -0.499865 1.007922 0.691224 3.097 -3.080 1.580 -0.724
C -2.059065 2.800322 0.433524 0.227 -0.220 -0.002 0.498
C -2.798465 3.553022 -0.477676 -0.118 0.050 -0.091 -0.534
C -3.439065 4.698622 -0.040776 0.127 -0.159 0.063 -0.343
C -3.386965 5.125222 1.276924 0.084 -0.189 -0.014 -0.503
C -2.647965 4.350122 2.155724 0.038 -0.158 -0.247 -0.255
C -1.977865 3.202822 1.759524 0.013 0.043 0.083 -0.496
N -2.558965 4.754522 3.589724 -0.048 -0.573 -1.783 1.110
O -1.840665 4.057422 4.250924 0.590 -0.346 1.221 -0.634
O -3.199065 5.702422 3.909824 -0.420 0.829 0.718 -0.568
N -4.214065 5.511622 -1.038676 1.166 -1.234 1.396 1.105
O -4.776265 6.460722 -0.599576 -0.772 1.097 -0.031 -0.577
O -4.157265 5.094522 -2.156276 -0.345 0.046 -1.444 -0.610
H -2.863665 3.239222 -1.511476 -0.097 0.180 0.078 0.659
H -3.900465 6.021322 1.605324 0.027 -0.059 -0.028 0.629
H -1.404965 2.635822 2.477824 -0.054 0.112 0.094 0.583
C -0.489165 -1.234778 -2.256576 -0.146 -0.191 1.465 -0.041
C -0.602365 -1.118178 -3.823576 -0.276 0.260 -1.342 -0.835
N 0.677635 -0.709478 -4.279676 -0.172 0.493 0.447 0.168
C 1.707235 -1.650778 -3.999276 0.401 -0.311 -0.756 -0.945
C 1.815035 -1.769578 -2.431476 0.356 -0.239 0.472 -0.549
N 0.856435 -0.842678 -1.827676 0.239 -0.702 -0.103 0.271
C 1.163035 0.516422 -2.278876 0.413 0.018 2.213 -0.069
C 0.988635 0.603622 -3.844376 -0.425 -0.050 -1.940 -0.823
H -0.692065 -2.260378 -1.951176 0.204 -0.060 -0.086 0.430
H -1.222465 -0.554278 -1.811776 0.021 0.154 -0.026 0.241
H -1.349465 -0.370778 -4.093876 0.032 -0.058 0.132 0.313
H -0.883465 -2.076378 -4.260876 0.034 -0.069 0.168 0.328
H 2.651435 -1.313578 -4.427276 -0.022 0.049 0.099 0.305
H 1.471635 -2.619478 -4.440876 -0.070 0.029 0.093 0.356
H 2.829535 -1.524678 -2.113376 -0.077 0.060 -0.027 0.459
H 1.576435 -2.789678 -2.126476 -0.024 0.099 -0.023 0.397
H 2.186635 0.774222 -1.998676 0.039 -0.130 -0.137 0.637
H 0.459835 1.220222 -1.834676 -0.255 0.051 -0.039 -0.015
H 1.903735 0.965122 -4.311776 0.147 -0.024 0.228 0.293
H 0.169935 1.278722 -4.097176 0.047 -0.008 0.200 0.373
```
Positions in Å, forces in eV/Å.

Calculated values
- charge = +3
- orbital gap (spin up / spin down) (eV) = 3.131 / 3.123